Formula: C28H42F2N2O5P2SSi
Source: the OMol25 dataset
Level of theory: the ωB97M-V functional and the def2-TZVPD basis

The geometry in XYZ format:
```
83
Properties=species:S:1:pos:R:3:forces:R:3:mulliken_charge:R:1
H -6.8640 -1.3240 -0.5757 0.3 0.4 0.4 0.277
N -6.3550 -0.4983 -0.2125 0.9 0.3 -1.6 -0.626
C -5.5558 -0.0878 -1.1398 -0.3 0.3 0.6 -0.061
C -4.6139 1.1650 -0.9440 0.0 -0.2 -0.2 -0.582
C -3.2932 0.7262 -0.0932 -3.6 0.8 1.1 1.437
C -3.5508 1.3449 1.3286 1.2 -0.1 -0.4 -1.429
C -3.6392 1.8796 2.4176 0.0 0.5 -0.4 -0.229
O -2.1969 1.2267 -0.8224 0.2 -1.6 1.1 -0.472
C -0.8859 0.6764 -0.5845 0.7 3.0 -0.6 -0.091
P -0.6995 -0.6378 0.7303 -0.7 -1.3 1.9 0.569
S -1.4787 -2.3993 0.4856 -0.1 -0.4 -0.7 -0.303
C -0.1414 1.9763 0.0722 0.8 0.9 1.3 0.249
F -0.6163 2.1849 1.4209 -0.1 -0.9 -1.8 -0.247
F -0.5592 3.1782 -0.5448 1.0 -2.3 0.6 -0.395
C 1.4100 1.8641 0.2657 0.9 1.9 -0.9 0.384
C 1.9906 2.8108 1.4422 0.1 0.3 -1.1 -0.653
Si 2.4516 1.8887 3.0445 -0.1 0.6 0.9 0.356
C 2.9000 0.0501 2.8266 0.8 -0.5 -0.5 -0.878
C 0.9960 1.9848 4.3105 -0.3 0.1 0.1 -1.088
C 4.0392 2.7357 3.7556 1.9 0.6 1.3 0.367
C 4.7150 3.9118 3.1409 1.7 -1.0 2.8 -0.183
C 5.9801 4.4550 3.7728 -1.8 -2.7 1.0 -0.561
C 6.5055 3.7770 5.0005 -1.4 -0.5 -0.9 -0.266
C 5.8499 2.6018 5.6539 -1.9 1.1 -3.1 -0.646
C 4.5981 2.0875 5.0079 1.7 2.4 -1.0 -0.292
C -0.3087 0.3364 -2.0669 -0.7 -0.4 -1.7 1.389
C -1.5106 0.1298 -3.1356 -0.4 -0.8 -0.1 -1.348
C -2.4786 -1.0974 -2.8459 -0.7 0.1 -1.1 0.034
C -2.0802 -2.4378 -3.6489 -1.4 0.6 0.2 -0.263
C -3.1594 -3.5644 -3.2877 0.6 0.5 -0.3 -0.749
N -2.6417 -4.4346 -2.2087 0.5 -1.6 2.3 0.403
C -3.3502 -4.7743 -1.0366 1.8 -2.3 2.0 -0.511
C -2.5382 -5.6728 -0.1852 1.1 1.1 -2.7 -0.468
C -1.2081 -5.8883 -0.8898 -3.6 2.9 -2.1 -0.495
C -1.3822 -5.0876 -2.1202 1.0 -1.1 1.3 -0.265
C 0.5610 -0.9808 -2.1977 0.0 -1.4 -0.2 -1.015
P 2.3442 -0.9812 -1.7105 3.6 0.5 -0.2 0.755
O 3.1164 0.2857 -1.8368 -1.5 -1.2 0.1 -0.695
O 2.6530 -1.6068 -0.1704 -0.9 -0.3 -2.3 -0.430
O 3.1053 -2.0938 -2.7630 -2.5 0.6 1.7 -0.585
O 0.3857 1.4870 -2.5421 0.0 -0.7 0.9 -0.310
C 0.9939 1.4644 -3.8147 1.2 1.3 -1.9 -0.819
H -5.5000 -0.6427 -2.1226 0.1 0.7 0.8 0.292
H -5.1392 2.0184 -0.4087 0.5 -1.3 -0.6 0.571
H -4.2758 1.5746 -1.9514 -0.3 -0.7 1.2 0.164
H -3.4152 -0.3867 0.0195 1.0 0.9 -0.2 0.002
H -3.6927 2.5226 3.3279 0.0 -1.2 -1.3 0.442
H 0.6658 -0.8377 1.1504 -0.6 0.9 -0.7 0.005
H -1.3419 -0.1305 1.9200 0.7 0.4 -1.0 0.039
H 1.8236 0.8289 0.3951 -0.8 0.9 -0.2 -0.633
H 1.8866 2.2723 -0.6840 -0.8 -0.9 1.0 0.189
H 2.9584 3.2598 1.0362 -1.2 -0.7 0.4 0.365
H 1.3165 3.7108 1.6269 0.7 -1.3 -0.1 0.353
H 2.0113 -0.6504 2.8521 1.0 0.7 -0.1 0.293
H 3.4600 -0.0380 1.8344 -0.8 -0.2 1.1 0.081
H 3.6545 -0.2939 3.6085 -1.1 0.5 -0.8 0.469
H 0.2138 2.7477 4.0150 0.9 -0.9 0.2 0.290
H 0.5067 0.9661 4.3181 0.4 1.1 0.2 0.290
H 1.3384 2.2559 5.3525 -0.3 -0.5 -1.1 0.381
H 4.3155 4.4095 2.2202 0.4 -0.6 1.1 0.273
H 6.5083 5.3277 3.2835 -0.6 -1.2 0.9 0.316
H 7.4548 4.1664 5.4535 -1.1 -0.4 -0.5 0.295
H 6.2543 2.0772 6.5607 -0.3 0.9 -1.1 0.332
H 4.0677 1.1984 5.4518 0.6 1.1 -0.5 0.226
H -1.0977 -0.1374 -4.1679 0.0 0.5 1.5 0.527
H -2.0622 1.1077 -3.3206 0.7 -1.3 0.7 0.402
H -3.4836 -0.8051 -3.3088 1.2 -0.4 0.7 0.267
H -2.6969 -1.3169 -1.7681 0.6 0.2 -0.9 -0.152
H -1.0337 -2.7845 -3.4368 -1.2 0.3 -0.3 -0.019
H -2.2142 -2.1834 -4.7445 0.5 -0.4 1.1 0.393
H -4.0945 -3.0292 -2.9342 1.1 -0.8 -0.2 0.245
H -3.4597 -4.1730 -4.1931 0.5 0.5 1.0 0.322
H -4.3865 -4.4710 -0.7409 1.2 0.0 -0.9 0.283
H -2.7822 -6.1545 0.7946 -0.1 0.8 -1.2 0.343
H -0.2987 -6.4754 -0.6166 -1.2 0.7 -0.3 0.359
H -0.5718 -4.9850 -2.9034 -1.5 0.0 0.9 0.317
H 0.0954 -1.9199 -1.7362 0.3 1.4 -0.2 0.033
H 0.5568 -1.2458 -3.3098 0.4 0.5 1.4 0.837
H 3.0468 -2.5015 -0.2516 -0.3 0.6 0.1 0.302
H 2.4120 -2.7604 -2.9562 0.7 0.1 -0.2 0.356
H 0.5598 2.3165 -4.4415 0.3 -1.1 0.8 0.288
H 2.1056 1.7073 -3.7412 -1.4 -0.5 0.3 0.260
H 0.9132 0.5413 -4.4501 -0.1 0.6 1.0 0.336
```
Positions in Å, forces in eV/Å.

Calculated values
HOMO-LUMO gap   8.04 eV
SMILES   [H]/N=C/C[C@H](C#C)O[C@]([PH2]=S)(C(F)(F)CC[Si](C)(C)c1ccccc1)[C@](CCCCn1cccc1)(CP(=O)(O)O)OC
E_tot   -3147.7251 Ha
Lowest unoccupied orbital energy   -0.03 eV
Strongest force on any atom   0.0994 Eh/bohr
Total charge   0



Formula: C16H18N5STi
Source: the OMol25 dataset
Level of theory: the ωB97M-V functional and the def2-TZVPD basis

The geometry in XYZ format:
```
41
Properties=species:S:1:pos:R:3:forces:R:3:mulliken_charge:R:1
Ti 1.6037 0.7179 0.2084 0.6 -0.4 0.9 0.778
C -3.9799 2.5983 -1.1003 0.0 0.0 0.0 -1.081
C -3.4868 2.0387 0.2260 -0.1 0.0 0.0 -0.447
N -2.1507 2.5155 0.5767 0.0 -0.1 -0.1 -0.131
C -1.0319 1.9892 0.0826 -0.1 0.1 0.0 0.555
S 0.4738 2.7741 0.5950 -0.1 0.0 0.0 -0.494
N -1.1385 0.9832 -0.7643 -0.2 0.0 0.0 -0.842
N 0.0662 0.4547 -1.0856 -0.2 -0.1 -0.4 0.378
C 0.2321 -0.2473 -2.1539 -0.2 0.2 0.1 0.494
C -0.8452 -0.5147 -3.1457 0.0 0.0 0.1 -1.586
C 1.6181 -0.7078 -2.3607 0.2 0.1 -0.2 0.842
C 2.0224 -1.3665 -3.5110 0.0 0.0 0.2 -0.713
C 3.3539 -1.7305 -3.6487 0.0 0.0 0.1 -0.400
C 4.2491 -1.4266 -2.6368 0.0 0.0 0.0 -0.732
C 3.7826 -0.7485 -1.5257 0.0 0.0 0.0 -0.073
N 2.5069 -0.3826 -1.3908 0.0 -0.1 -0.3 -0.080
H -4.9842 2.2310 -1.3089 0.0 0.0 0.0 0.349
H -3.3233 2.2901 -1.9127 0.0 0.0 0.0 0.283
H -4.0154 3.6873 -1.0758 0.0 0.0 0.0 0.314
H -3.4529 0.9501 0.1941 0.0 0.0 0.0 0.231
H -4.1493 2.3294 1.0401 0.0 0.0 0.0 0.508
H -2.0581 3.3311 1.1583 0.0 0.0 0.0 0.207
H -1.8090 -0.2528 -2.7191 0.0 0.0 0.0 0.355
H -0.8514 -1.5638 -3.4401 0.0 0.0 0.0 0.421
H -0.6863 0.0885 -4.0426 0.0 0.0 0.0 0.349
H 1.3062 -1.5918 -4.2865 0.0 0.0 0.0 0.392
H 3.6864 -2.2482 -4.5378 0.0 0.0 0.0 0.446
H 5.2913 -1.7018 -2.7001 0.0 0.0 0.0 0.407
H 4.4508 -0.4920 -0.7117 0.0 0.0 0.0 0.434
N 1.3217 -0.4111 1.4094 0.2 0.9 -0.7 -0.324
C 0.7964 -0.7974 2.6248 -0.2 -0.4 0.5 0.257
C 1.6324 -1.3237 3.6149 -0.1 0.1 -0.1 -0.359
C 1.0986 -1.6882 4.8391 0.0 0.0 0.0 -0.560
C -0.2600 -1.5459 5.0830 0.0 0.0 0.0 -0.433
C -1.0920 -1.0320 4.0974 0.0 0.0 0.0 -0.667
C -0.5747 -0.6573 2.8699 0.2 0.0 0.0 -0.046
H 2.6890 -1.4376 3.4136 0.0 0.0 0.0 0.402
H 1.7467 -2.0901 5.6063 0.0 0.0 0.0 0.366
H -0.6709 -1.8360 6.0402 0.0 0.0 0.0 0.391
H -2.1518 -0.9252 4.2867 0.0 0.0 0.0 0.378
H -1.2160 -0.2596 2.0926 0.0 0.0 0.0 0.433
```
Positions in Å, forces in eV/Å.

Calculated values
HOMO-LUMO gap   6.54 eV
E_tot   -2141.7683 Ha
Lowest unoccupied orbital energy   -4.33 eV
Strongest force on any atom   0.0230 Eh/bohr
Total charge   +1



Formula: C50H37BiN10O4P2S
Source: the OMol25 dataset
Level of theory: the ωB97M-V functional and the def2-TZVPD basis

The geometry in XYZ format:
```
105
Properties=species:S:1:pos:R:3:forces:R:3:mulliken_charge:R:1
Bi -1.4075 1.4421 -0.1206 0.8 -0.5 0.1 2.085
O 1.1222 1.6592 -0.5597 -0.3 0.3 0.0 -0.929
S 1.4800 0.3640 0.1814 0.5 -0.2 -0.2 2.559
C 2.5144 0.8439 1.5497 -0.3 -0.3 0.2 0.066
C 3.5963 1.6497 1.2937 0.0 0.1 -0.1 -0.149
C 4.5275 2.0007 2.2884 0.1 0.1 0.0 -1.490
C 4.3481 1.4998 3.5474 0.0 -0.1 0.0 0.340
C 5.1770 1.6472 4.8017 0.0 0.0 0.0 -0.875
C 4.4426 0.7931 5.8698 0.0 0.0 0.0 -0.816
C 3.1868 0.3111 5.1812 0.0 0.0 -0.1 -0.031
C 2.1165 -0.3987 5.6375 0.0 0.0 0.1 -1.297
C 1.0542 -0.6611 4.7462 0.0 0.0 -0.1 0.096
C 1.0702 -0.3121 3.4145 0.2 0.0 -0.4 0.305
P -0.4717 -0.4328 2.4170 -0.6 0.2 0.7 1.706
C -1.4590 0.7622 3.4479 0.1 0.0 -0.1 1.038
C -1.1217 2.1122 3.2838 -0.1 -0.1 0.0 -0.588
C -1.8093 3.1124 3.9571 0.1 0.0 0.0 -0.835
C -2.8519 2.7775 4.8103 0.0 0.0 0.0 -0.599
C -3.1905 1.4433 4.9907 0.0 0.0 0.0 -0.630
C -2.5009 0.4421 4.3160 0.0 0.0 -0.1 -0.620
C -1.3292 -1.9996 2.7694 0.1 0.0 -0.2 0.279
C -0.7609 -3.1230 3.3576 0.0 0.1 0.0 -0.595
C -1.4910 -4.3019 3.4484 0.1 0.0 0.1 -0.726
C -2.7810 -4.3697 2.9463 -0.1 0.0 0.0 -0.605
C -3.3454 -3.2575 2.3326 0.0 0.0 0.0 -0.738
C -2.6180 -2.0824 2.2351 0.0 -0.1 0.0 -1.098
C 2.2220 0.3749 2.8839 0.0 0.0 0.0 -1.853
C 3.2138 0.7104 3.8289 0.0 0.0 -0.1 1.573
C 2.5970 -0.4877 -0.9267 -0.3 -0.1 0.0 -0.875
C 3.8052 -0.9365 -0.4525 0.0 0.0 0.0 -0.100
C 4.7062 -1.6835 -1.2294 0.1 0.0 0.0 -1.242
C 4.3541 -1.9707 -2.5105 0.0 0.0 0.0 -0.006
C 5.1052 -2.7216 -3.5819 -0.1 0.0 0.0 -0.864
C 4.1084 -2.8251 -4.7608 0.0 0.0 0.0 -0.895
C 2.8988 -2.0481 -4.3072 0.0 0.0 0.0 0.247
C 1.7176 -1.8073 -4.9344 0.0 0.0 -0.1 -1.246
C 0.7274 -1.1127 -4.2223 0.0 0.0 0.1 -0.358
C 0.8658 -0.6541 -2.9273 0.1 0.0 0.4 0.708
P -0.7591 0.0530 -2.3981 -0.3 0.1 -0.8 0.712
C -0.9527 1.3187 -3.7161 0.0 0.0 0.0 1.532
C -1.7803 1.1650 -4.8294 -0.1 0.0 0.1 -0.341
C -1.8006 2.1338 -5.8219 0.0 0.0 0.0 -0.837
C -1.0058 3.2673 -5.7079 0.0 0.0 0.0 -0.709
C -0.1857 3.4280 -4.6011 0.0 0.0 0.0 -0.610
C -0.1468 2.4501 -3.6190 0.0 0.0 0.0 -0.781
C -2.1073 -1.1150 -2.7770 0.1 0.0 0.1 1.505
C -3.3972 -0.5886 -2.8288 0.1 0.0 0.0 -0.661
C -4.4887 -1.4208 -3.0284 0.0 0.0 0.0 -1.076
C -4.2930 -2.7829 -3.1891 0.0 0.0 0.0 -0.796
C -3.0059 -3.3069 -3.1676 0.0 0.0 0.0 -0.820
C -1.9137 -2.4810 -2.9565 0.0 0.0 0.1 -1.070
C 2.1242 -0.8540 -2.2427 0.0 0.0 0.0 -1.941
C 3.0873 -1.5714 -2.9933 -0.1 0.1 0.1 1.672
H 3.7416 2.0053 0.2787 0.0 0.0 0.0 0.622
H 5.3710 2.6327 2.0368 0.0 0.0 0.0 0.442
H 6.1989 1.3045 4.6374 0.0 0.0 0.0 0.322
H 5.2356 2.6942 5.1016 0.0 0.0 0.0 0.297
H 5.0515 -0.0563 6.1832 0.0 0.0 0.0 0.283
H 4.2144 1.3720 6.7651 0.0 0.0 0.0 0.323
H 2.0426 -0.7310 6.6673 0.0 0.0 0.0 0.462
H 0.1614 -1.1367 5.1379 0.0 0.0 0.0 0.630
H -0.2851 2.3795 2.6375 0.0 0.0 0.0 0.357
H -1.5335 4.1512 3.8139 0.0 -0.1 0.0 0.460
H -3.3985 3.5544 5.3303 0.0 0.0 0.0 0.396
H -3.9998 1.1790 5.6609 0.0 0.0 0.0 0.431
H -2.7832 -0.5927 4.4626 0.0 0.0 0.0 0.364
H 0.2602 -3.0844 3.7153 0.0 0.0 0.0 0.435
H -1.0404 -5.1768 3.9025 0.0 0.0 0.0 0.411
H -3.3433 -5.2929 3.0165 0.0 0.0 0.0 0.388
H -4.3433 -3.3008 1.9133 0.0 0.0 0.0 0.479
H -3.0600 -1.2305 1.7273 0.0 0.0 0.0 0.502
H 4.0794 -0.7153 0.5687 0.0 0.0 0.0 0.566
H 5.6464 -2.0083 -0.8007 0.0 0.0 0.0 0.488
H 6.0074 -2.1784 -3.8662 0.0 0.0 0.0 0.268
H 5.4180 -3.7019 -3.2224 0.0 0.0 0.0 0.318
H 4.5164 -2.4214 -5.6880 0.0 0.0 0.0 0.338
H 3.8338 -3.8634 -4.9558 0.0 0.0 0.0 0.264
H 1.5102 -2.1526 -5.9406 0.0 0.0 0.0 0.488
H -0.2163 -0.9555 -4.7270 0.0 0.0 0.0 0.455
H -2.4172 0.2945 -4.9213 0.0 0.0 0.0 0.450
H -2.4455 2.0053 -6.6827 0.0 0.0 0.0 0.439
H -1.0231 4.0212 -6.4856 0.0 0.0 0.0 0.401
H 0.4140 4.3230 -4.4892 0.0 -0.1 0.0 0.472
H 0.5141 2.5748 -2.7716 0.0 0.0 0.0 0.373
H -3.5505 0.4774 -2.7154 -0.1 0.0 0.0 0.846
H -5.4874 -1.0031 -3.0426 0.0 0.0 0.0 0.444
H -5.1439 -3.4390 -3.3280 0.0 0.0 0.0 0.419
H -2.8490 -4.3703 -3.3009 0.0 0.0 0.0 0.465
H -0.9223 -2.9036 -2.9005 0.1 0.0 0.1 0.332
N -4.0288 3.8568 -0.6121 0.0 0.0 -0.1 -0.039
C -4.4391 2.5712 -0.3710 0.0 -0.1 0.0 0.078
N -5.6802 2.2314 -0.1103 -0.1 -0.1 0.0 -0.511
N -5.6336 0.8948 0.1099 0.2 0.0 0.0 -0.780
N -4.4439 0.4422 -0.0130 -0.1 0.2 0.0 -0.211
N -3.6358 1.4956 -0.3436 -0.1 0.3 -0.1 0.674
C -2.7618 4.2557 -0.9541 0.1 -0.1 -0.1 0.002
N -2.4602 5.4838 -1.2968 0.1 0.1 0.0 -0.501
N -1.1192 5.4698 -1.4973 0.0 -0.2 0.0 -0.735
N -0.6266 4.3096 -1.3000 -0.2 0.1 0.1 -0.336
N -1.6593 3.4755 -0.9616 -0.3 0.1 0.1 0.621
H -4.7419 4.5672 -0.6162 0.0 0.0 0.0 0.248
O 0.9594 -2.5074 0.9044 -0.2 0.0 -0.4 -0.608
N 0.4197 -2.5673 -0.2197 0.0 0.5 0.1 0.657
O 0.7202 -3.4349 -1.0385 -0.2 0.3 0.1 -0.720
O -0.4374 -1.6535 -0.5248 0.3 -0.6 0.1 0.009
```
Positions in Å, forces in eV/Å.

Calculated values
HOMO-LUMO gap   7.11 eV
ΔE to the lowest compared entry with this formula, charge and spin   0.4974 eV
E_tot   -4071.4188 Ha
Lowest unoccupied orbital energy   -0.72 eV
Strongest force on any atom   0.0195 Eh/bohr
Total charge   0



Formula: C6H12N2
Source: the OMol25 dataset
Level of theory: the ωB97M-V functional and the def2-TZVPD basis

The geometry in XYZ format:
```
20
Properties=species:S:1:pos:R:3:forces:R:3:mulliken_charge:R:1
C -3.5017 -1.4299 0.7098 0.0 0.4 0.1 -0.269
N -2.5722 -0.5752 0.7390 0.2 -0.3 0.4 -0.422
C -1.3168 -0.8651 0.1715 -0.3 1.4 -0.4 -0.297
C -0.6551 0.1633 -0.3805 0.6 -1.2 0.6 -0.323
C 0.6726 -0.0326 -1.0572 -0.2 0.7 0.5 -0.878
C 1.8593 0.3424 -0.0999 -0.6 -1.1 -0.6 0.667
C 2.9918 0.9025 -0.9240 0.1 1.6 -0.3 -1.609
N 1.4591 1.3230 0.9169 1.1 0.1 -0.7 -0.685
H -3.4530 -2.3801 0.1737 0.1 -0.1 0.1 0.250
H -4.4073 -1.1535 1.2407 -0.2 -0.2 -0.2 0.263
H -0.9149 -1.8643 0.2475 -0.1 -0.4 -0.4 0.413
H -0.9940 1.1619 -0.1614 -0.3 0.2 -0.3 0.387
H 0.7355 0.6043 -1.9436 -0.1 0.0 0.0 0.336
H 0.7246 -1.0684 -1.3948 0.3 0.0 0.0 0.340
H 2.1854 -0.6263 0.3033 0.0 0.1 0.4 0.140
H 3.3383 0.2562 -1.7256 0.0 -0.2 0.1 0.346
H 2.6254 1.8292 -1.3946 -0.1 -0.3 -0.1 0.444
H 3.8451 1.2966 -0.3587 0.0 -0.6 0.2 0.379
H 0.9011 0.9345 1.6592 -0.1 -0.3 0.1 0.251
H 2.3531 1.6249 1.3005 -0.5 0.2 0.4 0.267
```
Positions in Å, forces in eV/Å.

Calculated values
HOMO-LUMO gap   9.61 eV
ΔE to the lowest compared entry with this formula, charge and spin   1.6086 eV
SMILES   C=N/C=C/C[C@@H](C)N
E_tot   -345.2687 Ha
Lowest unoccupied orbital energy   1.00 eV
Strongest force on any atom   0.0316 Eh/bohr
Total charge   0



What is the total charge in the fourth record? 0



Which of these has the highest E_tot? C6H12N2